Entry 1:
The following is a DFT calculation (ωB97M-V with the def2-TZVPD basis set) of a structure of composition C16H17Br2Cl2F2KMgN2O5 at a distorted geometry.

The geometry in XYZ format:
```
48
Properties=species:S:1:pos:R:3:forces:R:3
N 0.448153 5.045877 0.592399 -2.329 1.556 3.389
C -0.767695 5.328296 1.482449 -4.490 -1.078 -0.278
O -2.008073 4.938693 1.087165 11.418 5.022 5.990
C -0.592927 6.069920 2.971211 1.375 -0.745 -1.108
C -0.955942 5.028466 4.222106 -0.045 -0.224 -0.593
C -0.863308 3.470923 3.718163 -1.841 -2.707 -0.651
C -2.049780 2.555988 3.506771 2.997 1.594 0.125
C -1.884424 0.989729 2.944644 -1.964 -3.252 0.804
O -2.678692 -0.023901 3.305859 4.720 6.540 -2.366
C -0.647301 0.791667 1.836709 1.665 0.057 -1.330
C -0.742117 -0.271835 0.561400 4.274 3.349 0.905
C 0.589833 -0.268140 -0.450154 -0.210 2.031 2.197
C 1.902805 0.736623 -0.198236 -2.941 0.417 2.784
Cl 3.366349 0.772630 -1.368445 -2.638 -0.135 1.927
C 1.977405 1.769348 1.093369 -4.021 -2.596 -0.240
C 0.677832 1.777669 2.099633 0.182 -1.827 -2.201
C 0.646329 2.822209 3.405566 2.762 0.557 2.005
O 1.724521 3.089822 4.167848 -6.008 -1.079 -5.768
H 1.252290 5.472065 1.104103 -0.436 -0.352 -0.493
H 0.382336 5.552506 -0.317965 -1.203 1.111 1.037
H 0.552559 6.354464 3.037526 -2.386 -0.465 -0.052
H -1.233373 7.051392 2.989176 1.111 -2.057 -0.174
H -0.149138 5.252878 5.054793 -1.790 -0.881 -1.570
H -2.047092 5.291800 4.560479 2.207 -0.773 -0.503
H -3.153063 2.928847 3.714153 2.563 -0.931 -0.260
H -1.679117 -0.964937 0.379063 2.258 1.587 0.436
H 0.568686 -0.982763 -1.400797 0.242 1.729 2.386
H 2.852957 2.511671 1.321166 -1.705 -1.810 -0.621
Cl 4.420576 -1.742999 -0.870714 -0.139 0.159 -0.008
K -3.160737 4.149708 -0.240739 -4.515 -3.126 -4.796
F 1.094322 3.353599 5.992012 -0.499 0.054 0.772
C 0.793145 -4.702177 -0.710323 0.271 0.123 0.248
N -0.148683 -4.126491 -1.707988 -0.852 -0.549 -0.781
O -0.107462 -2.903414 -1.885290 -0.371 -1.235 -0.099
O -0.902758 -4.918608 -2.284814 1.241 1.757 0.966
H 1.392294 -3.895080 -0.283429 -0.182 -0.106 -0.198
H 0.196338 -5.189958 0.063080 0.068 -0.038 -0.259
H 1.429023 -5.419509 -1.233115 -0.257 0.029 0.034
Br 1.497262 -6.519286 -4.129881 0.025 0.110 -0.057
C -0.187260 -6.504127 -5.113528 0.164 0.167 -0.135
C -0.008229 -7.047843 -6.511549 -0.265 -0.105 0.059
Br 0.832955 -5.730390 -7.678599 0.127 0.023 -0.081
H -0.560625 -5.476609 -5.091198 0.138 -0.237 -0.059
H -0.859677 -7.143020 -4.534272 -0.443 -0.551 0.041
H -0.978481 -7.255958 -6.971603 0.160 0.037 0.277
H 0.608676 -7.949708 -6.551596 -0.163 0.273 0.106
Mg 1.373723 4.432031 -1.263602 1.408 -1.755 -1.721
F -2.214416 -8.502063 -4.413006 0.315 0.333 -0.083
```
Forces are in eV/Å.

Results
HOMO-LUMO gap = 1.24 eV
HOMO energy = -7.42 eV
molar mass = 649.43 g/mol
electronic energy = -8172.67441 hartree

***

Entry 2:
The following is a DFT calculation (ωB97M-V with the def2-TZVPD basis set) of the ion C6H9N2 with charge +1 at a distorted geometry.

The geometry in XYZ format:
```
17
Properties=species:S:1:pos:R:3:forces:R:3
C -1.575689 -1.018110 0.386655 0.722 -2.608 -0.337
C -2.191424 0.204009 -0.053066 -1.398 -1.579 0.804
C -0.286419 -1.365500 0.198035 -0.627 0.270 1.509
C -1.611648 1.298627 -0.358754 4.218 -0.753 0.506
C 0.806448 -0.425992 -0.459911 0.811 -2.396 0.651
C 0.670264 0.960790 -0.079399 -6.100 -0.800 -0.947
N 1.293113 1.912146 0.404851 3.513 2.159 1.296
N 2.129879 -1.052673 -0.241971 -0.941 1.400 0.483
H -2.291298 -1.843009 0.689020 1.043 1.244 0.104
H -3.271286 0.052832 0.009973 -0.097 0.950 -0.525
H 0.023957 -2.335751 0.756349 -0.033 1.717 -1.648
H -1.808398 2.223431 -0.753667 -0.286 2.029 -0.723
H 0.566150 -0.373156 -1.528515 0.061 -0.140 -0.154
H 0.873468 2.826866 0.474371 -0.487 0.105 0.107
H 2.313423 1.979835 0.713899 -1.373 -0.885 -0.724
H 2.110987 -1.247579 0.789098 0.794 -0.851 -1.804
H 2.248478 -1.796759 -0.946975 0.181 0.136 1.402
```
Forces are in eV/Å.

Results
HOMO-LUMO gap = 9.11 eV
HOMO energy = -13.50 eV
relative energy (zero: lowest compared OMol25 entry of this formula, charge and spin) = 138.7 kcal/mol
net charge = +1
molar mass = 109.15 g/mol
electronic energy = -343.10042 hartree

***

Entry 3:
The following is a DFT calculation (ωB97M-V with the def2-TZVPD basis set) of a cluster of 26 separate species, C26H104O36 in total at a distorted geometry.

The geometry in XYZ format:
```
166
Properties=species:S:1:pos:R:3:forces:R:3
O -0.737677 2.745000 0.479053 0.152 0.526 -0.100
H -0.854023 3.717196 0.609918 -0.150 -0.636 0.081
H -1.609960 2.407137 0.171600 0.164 0.240 0.130
O 0.846878 2.119567 2.747151 -0.016 -0.165 -1.032
H 0.336794 2.212238 1.898362 0.538 -0.028 0.945
H 1.788084 1.879997 2.548558 -0.495 0.209 -0.073
O 3.514108 5.119131 0.821173 -0.082 0.372 0.235
H 2.913377 5.803497 1.160129 0.101 -0.151 -0.064
H 3.009254 4.682110 0.129442 -0.097 -0.285 -0.143
O 4.647725 1.750468 -0.368491 -0.614 -0.127 -0.339
H 3.813779 2.211702 -0.168176 0.261 -0.089 -0.037
H 5.102848 1.707788 0.483278 0.119 0.162 0.134
O -1.922091 -2.657821 -3.200834 0.000 -0.302 0.339
H -2.173647 -3.251754 -2.468640 0.113 0.251 -0.064
H -1.009375 -2.893114 -3.395255 0.027 -0.085 -0.186
O 2.796991 0.215875 -1.873595 -0.332 -0.273 -0.138
H 2.395147 -0.581696 -1.484362 0.423 0.165 0.183
H 3.632454 0.370199 -1.388397 -0.150 0.199 0.185
O 1.046220 -2.309746 -2.725784 0.254 0.955 -0.674
H 0.441456 -1.596805 -3.027255 0.163 -0.238 0.397
H 1.859564 -2.084147 -3.224032 -0.314 -0.347 0.187
O 1.837510 3.116584 -0.780665 -0.188 -0.129 -0.444
H 0.978914 3.012914 -0.325882 0.127 -0.211 -0.211
H 1.771586 2.596775 -1.605945 0.241 0.307 0.622
O 4.223050 -1.240294 2.721267 -0.803 0.031 0.598
H 4.993629 -1.630545 3.158959 -0.390 0.004 -0.128
H 3.428373 -1.418398 3.312596 0.838 -0.010 -0.564
O 2.047610 3.489219 -4.049503 0.038 0.884 0.273
H 1.558366 4.149833 -3.513084 0.493 -0.554 -0.435
H 2.845697 3.969749 -4.345271 -0.540 -0.375 0.277
C 5.231414 3.058811 2.978335 -0.268 0.871 -0.708
C 4.188338 2.153118 3.579390 -0.259 -1.505 1.228
O 3.452537 1.532399 2.555668 -0.991 0.128 -1.057
O 6.044476 2.379140 2.009531 -0.425 0.317 0.593
H 5.862888 3.560784 3.700037 0.203 -0.197 0.603
H 4.749298 3.892123 2.453562 -0.161 -0.396 -0.172
H 3.495503 2.647242 4.298407 0.467 0.200 -0.595
H 4.553638 1.264457 4.144471 0.699 0.918 0.115
H 3.564661 0.569272 2.573729 0.420 0.140 0.045
H 6.520198 1.758572 2.551392 0.642 -0.660 -0.072
C 0.545604 -7.141082 -1.926626 -0.632 0.545 -0.626
C 0.151837 -5.664970 -1.993333 -0.269 0.330 -0.046
O 1.061375 -5.050537 -2.879514 0.493 0.039 -0.337
O 1.873394 -7.370864 -1.557425 0.852 -0.223 0.668
H 0.325585 -7.559343 -2.927810 0.162 0.040 0.292
H -0.097471 -7.657407 -1.206068 0.207 0.043 -0.038
H 0.146552 -5.129731 -1.017176 0.047 -0.536 -0.303
H -0.868131 -5.602980 -2.422627 0.165 -0.115 0.374
H 0.968177 -4.081325 -2.906503 -0.141 -0.330 0.258
H 2.537383 -6.881827 -2.069183 -0.887 0.058 -0.174
C 1.784800 -2.525150 5.081884 -0.172 0.754 -0.083
C 2.048555 -3.864107 4.440635 0.793 0.265 0.077
O 3.398871 -3.948497 4.017490 0.214 0.192 0.705
O 1.821571 -1.431789 4.138875 0.644 -0.254 -0.009
H 2.578552 -2.273920 5.787605 -0.009 -0.231 0.045
H 0.836861 -2.512652 5.618983 -0.107 -0.024 -0.025
H 1.396170 -3.961629 3.577826 -0.437 -0.421 0.019
H 1.913385 -4.639461 5.207290 -0.400 0.002 -0.346
H 3.508793 -4.010877 3.065715 -0.096 -0.109 -0.443
H 0.988398 -1.278701 3.688445 -0.287 -0.123 0.216
C -4.874423 -1.150057 -1.555998 -0.582 -0.229 1.052
C -4.708939 -0.632235 -0.051528 -0.158 0.247 -1.785
O -5.406707 0.608115 0.080176 0.130 0.015 -0.594
O -6.208327 -0.858085 -2.023110 0.361 0.414 0.159
H -4.742915 -2.231659 -1.559340 0.237 0.078 -0.056
H -4.206121 -0.712499 -2.307068 -0.072 0.116 0.460
H -3.672431 -0.424712 0.190304 0.324 -0.373 -0.020
H -5.123657 -1.361083 0.632615 -0.107 -0.277 0.204
H -5.988928 0.609143 -0.705223 -0.161 0.241 0.370
H -6.861634 -1.465697 -1.657298 0.306 -0.110 0.087
C 0.336966 7.005701 2.581650 -1.962 0.832 -1.745
C -0.503768 5.725314 2.491033 0.740 0.046 0.808
O -1.032429 5.483225 1.160491 0.101 0.353 0.924
O 1.340085 7.079473 1.537972 -0.458 -0.246 0.722
H 0.687207 7.155954 3.605168 0.644 -0.182 -0.409
H -0.379293 7.827324 2.367999 0.398 -0.010 0.344
H -1.310099 5.735507 3.246195 0.186 0.184 -0.390
H 0.188019 4.956502 2.836093 -0.270 -0.766 -0.727
H -1.958216 5.771191 1.189506 0.332 -0.159 -0.156
H 0.848500 7.157482 0.698048 0.308 -0.142 0.603
C 2.587746 -3.359893 0.212824 -0.263 0.313 -0.002
C 3.671958 -4.421051 0.199530 0.692 0.096 -1.369
O 4.346683 -4.353851 1.452733 -0.297 0.225 0.292
O 3.071699 -2.016206 0.094988 0.037 -0.625 0.586
H 2.058894 -3.528470 1.176273 -0.053 0.356 -0.353
H 1.863878 -3.438328 -0.611215 0.333 -0.478 0.259
H 4.420586 -4.226087 -0.617616 -0.746 -0.061 0.548
H 3.216711 -5.405152 0.005442 0.056 0.171 0.273
H 5.028642 -5.020941 1.545424 0.020 -0.177 -0.230
H 3.561344 -1.834000 0.916103 0.132 0.264 -0.096
C 3.472447 0.376330 -5.384021 -1.317 -0.373 -0.510
C 4.774919 0.868166 -4.896433 1.594 0.046 1.179
O 5.770197 -0.174882 -4.812076 -0.440 0.437 -0.857
O 2.765064 -0.493476 -4.475002 0.381 0.183 -0.476
H 3.666027 -0.221309 -6.299753 -0.330 0.308 0.351
H 2.836752 1.255990 -5.667756 0.326 -0.679 0.234
H 4.761580 1.214907 -3.852093 -0.427 0.274 -0.369
H 5.101234 1.708236 -5.543882 0.004 -0.377 0.240
H 5.868373 -0.498903 -5.719167 0.200 -0.160 0.302
H 2.911936 -0.219149 -3.542280 0.100 0.337 -0.079
C -0.075326 0.879332 -4.914905 0.634 -0.726 -1.012
C -1.022912 0.840956 -3.769959 -0.253 -0.238 -0.047
O -0.358975 0.445651 -2.577551 0.547 0.009 0.456
O 0.144291 -0.469490 -5.408158 -0.118 0.515 0.229
H 0.900481 1.243551 -4.607664 0.038 0.552 0.076
H -0.480779 1.538742 -5.707064 0.258 -0.507 0.133
H -1.708758 0.035568 -4.014085 -0.504 0.064 0.241
H -1.558811 1.779982 -3.619850 0.039 0.026 -0.048
H 0.469522 0.947021 -2.486372 -0.226 -0.227 -0.019
H 1.053534 -0.741190 -5.159501 -0.366 0.466 -0.123
C -4.329021 4.207662 -1.793892 -0.268 -0.683 -0.575
C -3.356345 2.961535 -1.715716 -0.846 0.823 -0.157
O -3.257807 2.454382 -0.392092 0.002 0.061 -0.470
O -5.599678 3.722638 -1.350565 0.397 -0.577 -0.046
H -4.403006 4.586033 -2.840216 0.195 -0.460 0.408
H -4.054956 5.081113 -1.196530 0.525 -0.277 0.272
H -2.348713 3.190729 -2.073612 -0.107 0.321 0.130
H -3.744369 2.163388 -2.373601 -0.064 0.424 0.106
H -3.992525 1.823269 -0.302485 -0.345 -0.070 0.518
H -6.289592 4.386947 -1.326876 0.201 0.334 -0.117
C -1.867921 -0.332917 4.415539 -0.012 -1.547 -0.740
C -2.732378 -1.618196 4.134255 -0.562 1.313 -0.321
O -3.390638 -2.053918 5.310829 1.193 -0.224 -0.197
O -1.047076 -0.641850 5.538272 -0.129 0.483 0.569
H -2.430477 0.584640 4.570891 -0.197 -0.126 -0.007
H -1.229596 -0.237591 3.521046 -0.078 0.458 0.218
H -2.080351 -2.378933 3.650378 -0.273 0.128 0.562
H -3.551059 -1.398629 3.433951 0.425 0.117 -0.102
H -2.620581 -2.138392 5.894052 -0.478 -0.081 0.556
H -1.092373 0.093133 6.179596 0.215 -0.446 -0.635
C 0.659868 3.576611 5.939440 0.519 -0.384 1.236
O 0.073113 2.531462 5.218809 -0.656 0.133 0.665
H 1.706360 3.388243 6.147852 0.677 -0.094 -0.329
H 0.607341 4.579844 5.519631 -0.380 0.093 -0.345
H 0.279449 3.599954 6.981272 -0.477 0.055 -0.703
H 0.513706 2.358578 4.368865 -0.047 0.223 -0.278
C -4.630437 -4.854570 -2.720959 -0.133 0.416 -0.221
O -4.720271 -4.736986 -1.306416 -0.259 -0.378 -0.102
H -5.151577 -4.005674 -3.204416 0.391 -0.227 -0.005
H -3.572891 -4.887038 -3.062582 -0.629 -0.112 0.060
H -5.167435 -5.760381 -3.034238 0.355 0.141 0.233
H -4.128742 -4.035905 -1.025570 0.408 0.077 0.091
C -2.059027 -3.783305 0.844194 0.363 0.703 0.007
O -2.157026 -3.342008 -0.490297 -0.470 0.100 -0.817
H -1.946896 -2.906883 1.469453 -0.229 0.253 0.489
H -2.912598 -4.365715 1.207028 0.117 0.034 -0.483
H -1.132966 -4.317014 0.935877 0.431 -0.848 0.385
H -1.607819 -2.505321 -0.590664 -0.605 -0.586 0.326
C -3.624761 -1.476813 -6.045212 0.659 0.244 -0.708
O -3.952761 -1.602647 -4.688386 -0.562 0.188 0.037
H -3.517938 -2.430181 -6.570666 -0.208 -0.229 0.138
H -4.377635 -0.891036 -6.594027 0.064 -0.155 0.491
H -2.652032 -0.978984 -6.185250 -0.142 0.096 0.057
H -3.240724 -2.066897 -4.225069 0.159 -0.038 -0.113
C -4.272536 3.560400 2.384347 -2.146 -1.871 0.488
O -4.918117 4.076075 3.618222 1.278 -0.052 -1.779
H -3.451152 2.865041 2.600685 0.073 0.463 0.178
H -5.072066 2.885353 1.966080 0.850 0.776 -0.058
H -3.973815 4.248513 1.590918 -0.138 0.510 0.538
H -4.245869 3.940148 4.279209 0.128 0.162 0.606
C -0.097062 -0.675648 0.656763 -0.948 0.292 -0.046
O -1.015798 -1.048141 -0.408804 0.943 0.335 0.657
H -0.543990 0.223850 1.150165 0.577 -0.889 0.054
H 0.003464 -1.555148 1.325317 -0.187 0.631 -0.205
H 0.907261 -0.422845 0.304054 -0.160 -0.073 -0.181
H -0.835841 -0.472662 -1.172771 -0.105 -0.020 -0.151
```
Forces are in eV/Å.

Results
HOMO-LUMO gap = 9.50 eV
HOMO energy = -9.60 eV
molar mass = 993.08 g/mol
electronic energy = -3761.46652 hartree

***

Entry 4:
The following is a DFT calculation (ωB97M-V with the def2-TZVPD basis set) of the molecule C3H2NP at a distorted geometry.

The geometry in XYZ format:
```
7
Properties=species:S:1:pos:R:3:forces:R:3
C -1.358620 0.742432 0.882739 0.219 -0.293 1.285
C -0.450907 0.145656 0.069346 2.090 -0.678 -5.119
C 0.884337 -0.402955 -0.386766 0.943 -2.104 1.382
N -2.066625 1.105273 1.741167 0.156 0.060 -0.787
P -0.049987 -0.056918 -1.954675 -1.073 0.553 3.631
H 1.911836 -0.008045 -0.189748 -1.173 0.805 -0.041
H 1.129964 -1.525444 -0.162064 -1.161 1.656 -0.351
```
Forces are in eV/Å.

Results
SMILES = N#CC1=PC1
HOMO-LUMO gap (spin up / spin down) = 7.69 / 7.70 eV
HOMO energy (spin up / spin down) = -9.26 / -9.15 eV
relative energy (zero: lowest compared OMol25 entry of this formula, charge and spin) = 44.9 kcal/mol
molar mass = 83.03 g/mol
electronic energy = -511.45653 hartree